82
Properties=species:S:1:pos:R:3:mulliken_charge:R:1 method="wB97M-V/def2-TZVPD" homo_energy_ev="-4.105 / -4.003" homo_lumo_gap_ev="3.20 / 3.03" largest_force_ev_per_a=4.2 mol_weight_g_mol=750.77 e_above_lowest_kj_mol=321.43 lumo_energy_ev="-0.90 / -0.97"
C -2.137 5.513 0.606 -0.3794
C -1.615 4.654 1.601 -1.0420
C -0.402 4.061 1.048 -0.9045
H -1.915 4.618 2.659 0.4722
C -0.257 4.553 -0.297 -0.1771
C -1.322 5.430 -0.556 -0.7205
H -1.489 5.975 -1.483 0.4950
H -2.955 6.216 0.726 0.4794
H 0.405 3.599 1.611 0.8953
H 0.597 4.339 -0.943 0.4241
Cd -1.616 2.207 0.554 1.3677
Si 2.792 -1.121 1.876 -0.0114
C 2.215 -2.935 2.095 0.5147
C 2.381 -3.928 1.100 -0.2161
H 2.772 -3.650 0.114 0.3226
C 2.108 -5.289 1.337 -0.5551
H 2.258 -6.023 0.540 0.3743
C 1.671 -5.716 2.593 -0.5229
H 1.487 -6.784 2.790 0.3577
C 1.525 -4.746 3.593 -0.4790
H 1.212 -5.062 4.588 0.3852
C 1.791 -3.386 3.356 -0.5656
H 1.697 -2.671 4.182 0.2788
C 4.340 -1.558 0.868 0.0978
C 5.378 -2.297 1.484 -0.3774
H 5.345 -2.489 2.558 0.3050
C 6.454 -2.816 0.753 -0.6061
H 7.235 -3.392 1.260 0.3671
C 6.541 -2.588 -0.626 -0.4509
H 7.384 -2.976 -1.205 0.3524
C 5.547 -1.828 -1.248 -0.7577
H 5.612 -1.618 -2.319 0.3747
C 4.477 -1.301 -0.513 0.0603
H 3.756 -0.672 -1.040 0.4489
H 3.009 -0.401 3.167 -0.3676
Si 0.355 -1.833 -1.651 -0.4512
C 1.358 -0.238 -1.495 1.3809
C 1.797 0.348 -0.306 0.6954
H 1.749 -0.234 0.736 -0.3429
C 2.306 1.640 -0.285 -0.7192
H 2.493 2.131 0.675 0.4552
C 2.594 2.278 -1.496 -0.8718
H 3.058 3.263 -1.495 0.4846
C 2.258 1.672 -2.709 -0.7798
H 2.470 2.147 -3.669 0.3878
C 1.565 0.461 -2.704 -0.7703
H 1.141 0.043 -3.635 0.3357
C -0.249 -2.026 0.126 1.2248
C -0.489 -1.039 1.094 0.6568
H -0.290 0.021 0.868 -0.5841
C -1.016 -1.351 2.352 -0.8106
H -1.173 -0.555 3.102 0.2683
C -1.415 -2.664 2.615 -0.4398
H -1.908 -2.912 3.560 0.4216
C -1.236 -3.658 1.647 -0.7290
H -1.523 -4.701 1.833 0.4269
C -0.679 -3.327 0.411 -0.5034
H -0.566 -4.105 -0.360 0.2537
H 0.798 -2.923 -2.434 -0.0629
Cl -1.410 -1.117 -2.536 -0.3088
N -4.547 3.142 -0.750 0.0562
C -4.764 1.869 -0.177 0.4131
C -6.020 1.280 -0.326 -0.7921
C -6.162 -0.053 0.042 -0.4775
C -5.061 -0.716 0.610 -0.7450
C -3.881 -0.025 0.819 0.1256
N -3.722 1.253 0.393 -0.0043
C -3.624 3.196 -1.807 0.7872
C -3.985 3.879 -2.971 -0.9659
C -3.080 3.885 -4.030 -0.7434
C -1.848 3.228 -3.862 -0.6595
C -1.577 2.572 -2.676 -0.6190
N -2.463 2.559 -1.646 0.4094
H -5.427 3.605 -0.976 0.3694
H -6.808 1.898 -0.760 0.3320
H -7.112 -0.563 -0.105 0.4144
H -5.121 -1.758 0.921 0.4278
H -3.021 -0.473 1.325 0.1216
H -4.975 4.335 -2.982 0.3720
H -3.333 4.394 -4.957 0.4035
H -1.088 3.233 -4.647 0.4994
H -0.647 2.021 -2.508 0.4169

=====

21
Properties=species:S:1:pos:R:3:mulliken_charge:R:1 method="wB97M-V/def2-TZVPD" homo_energy_ev=-14.191 homo_lumo_gap_ev=11.13 charge=+1 largest_force_ev_per_a=4.7 mol_weight_g_mol=155.11 e_above_lowest_kj_mol=97.81 lumo_energy_ev=-3.06
C 2.216 1.540 -0.964 -0.5718
O 1.784 0.923 0.213 -0.2294
P 0.524 0.092 0.648 1.0399
O 0.219 0.215 2.105 -0.7649
O 0.690 -1.333 0.114 -0.2666
C 1.712 -2.100 0.867 -0.6118
C -1.327 0.924 -0.226 -0.2783
N -1.882 0.229 -1.273 -0.3535
N -2.125 0.919 1.144 -0.3337
H 3.311 1.607 -0.949 0.2812
H 1.627 2.622 -1.276 0.2243
H 1.836 0.951 -1.850 0.2989
H 1.984 -1.391 1.655 0.3579
H 2.590 -2.484 0.213 0.2387
H 1.238 -3.019 1.282 0.2476
H -1.351 2.089 -0.521 0.3191
H -1.705 -0.684 -1.606 0.1939
H -2.607 0.676 -1.733 0.1807
H -1.432 1.211 1.856 0.3520
H -2.217 -0.023 1.312 0.3043
H -3.032 1.446 1.008 0.3715